[1]
ORCA calculation (wB97M-V/def2-TZVPD) on a structure of composition C20H25BrF6KN8O4S3.

Positions of all 68 atoms, in Å:
O -0.515 -0.482 -5.373
H 0.717 -6.599 1.597
N -4.837 -0.762 3.237
H 2.114 -7.058 -0.416
C -1.447 -4.408 0.086
O -0.966 -0.688 -2.943
N -1.767 0.527 2.237
H 0.284 3.761 3.077
H 2.381 4.474 1.951
C 0.784 3.110 2.372
C 3.479 -2.284 -2.988
C 1.332 -5.808 1.159
H -1.095 -3.675 2.073
N 0.663 -4.550 1.443
H -1.394 2.074 3.537
N -2.916 0.351 2.929
H 2.370 0.701 -0.089
K -0.834 -0.771 -0.169
N 0.826 1.025 1.213
S 1.685 -2.135 -2.592
H 0.146 3.027 -0.822
F 1.552 1.493 -4.690
F 3.683 -2.973 -4.107
C 2.550 2.643 0.834
C -2.949 2.038 -0.608
C 0.230 1.859 2.074
F 4.086 -2.931 -1.981
H 3.455 2.916 0.309
H 3.228 -2.394 1.496
O 1.648 -1.315 -1.404
H -5.657 -1.143 2.801
H -0.943 -3.649 -0.516
H -1.136 -5.434 1.966
C -0.797 -4.524 1.462
C 1.949 3.503 1.743
H -1.400 -5.344 -0.471
H 2.166 -5.328 -0.795
N 0.672 -2.274 1.711
S -0.035 -0.510 -4.029
C -0.935 3.099 -0.834
C -3.649 3.213 -0.842
C 1.578 -6.110 -0.318
H -3.447 5.319 -1.263
C 1.332 -3.359 1.542
H 1.288 -1.470 1.794
H 0.645 -6.185 -0.872
C 2.841 -3.410 1.472
H 2.282 -5.833 1.693
F 4.050 -1.086 -3.113
H 3.261 -3.963 2.314
C -2.943 4.380 -1.078
C -1.041 1.479 2.693
C 0.623 1.198 -3.778
C -3.774 -0.509 2.403
C 1.946 1.414 0.610
H -2.494 -4.124 0.198
S -3.756 -1.342 0.904
H -3.464 1.107 -0.388
N -1.617 1.982 -0.607
F -0.372 2.081 -3.890
H -4.958 -0.105 3.991
H -4.731 3.214 -0.832
F 1.172 1.336 -2.569
Br -0.520 5.863 -1.366
N 1.241 -1.421 -3.925
O 1.226 -3.488 -2.476
H 3.183 -3.882 0.551
C -1.564 4.310 -1.068

Summary:
Net charge ... -1
Multiplicity ... 1
HOMO ... -0.169 Eh
HOMO-LUMO gap ... 6.77 eV
Total energy ... -6484.0070 Ha

Results of the Löwdin charge analysis, in e, for atoms 1 through 4: number 1, O, carries -0.27; number 2, H, carries 0.11; number 3, N, carries 0.02; number 4, H, carries 0.07

=====

[2]
ORCA calculation (wB97M-V/def2-TZVPD) on a cluster of 2 separate species, C5H8F2OS in total in a non-equilibrium geometry.

Positions of all 17 atoms, in Å:
C 0.627 1.901 0.608
H 1.536 2.275 0.964
C 0.775 -1.747 -0.592
H -1.241 -2.051 -0.054
C -0.586 1.397 1.457
F 1.829 2.153 -1.348
S 1.734 -1.358 -1.896
H -0.341 -3.458 -0.130
H 1.021 -1.347 0.478
H -0.340 1.112 2.468
H -1.617 0.839 0.093
C 0.743 1.767 -0.673
O -1.361 0.403 0.835
H -1.033 -2.834 -1.639
H -1.168 2.302 1.603
C -0.496 -2.576 -0.661
F -0.083 1.222 -1.513

Summary:
Multiplicity ... 1
HOMO (alpha / beta) ... -0.314 / -0.314 Eh
HOMO-LUMO gap (alpha / beta) ... 8.56 / 8.56 eV
Total energy ... -868.3769 Ha
SMILES string ... OCC=C(F)F.CC=S

Results of the Löwdin charge analysis, in e, for atoms 1 through 4: number 1, C, carries 0.02; number 2, H, carries 0.11; number 3, C, carries -0.68; number 4, H, carries 0.06

=====

[3]
ORCA calculation (wB97M-V/def2-TZVPD) on a structure of composition C3H5BiLiO3 in a non-equilibrium geometry.

Positions of all 13 atoms, in Å:
O -1.613 0.368 -1.262
C 1.061 1.153 1.162
Li -3.127 -0.902 -1.806
O -0.020 -0.621 0.037
H 0.760 1.162 -0.985
H 0.077 0.476 1.530
H 0.880 2.234 1.116
H 1.943 0.894 1.760
C 1.135 0.524 -0.179
C -1.156 -0.613 -0.685
O -1.658 -1.790 -0.766
H 2.075 -0.003 -0.368
Bi -0.358 -2.883 0.446

Summary:
Net charge ... +2
Multiplicity ... 2
HOMO (alpha / beta) ... -0.655 / -0.720 Eh
HOMO-LUMO gap (alpha / beta) ... 7.09 / 8.89 eV
Total energy ... -564.5140 Ha

Results of the Löwdin charge analysis, in e, for atoms 1 through 4: number 1, O, carries 0.11; number 2, C, carries -0.04; number 3, Li, carries 0.89; number 4, O, carries -0.30

=====

[4]
ORCA calculation (wB97M-V/def2-TZVPD) on the ion C9H16N3O with charge +1 in a non-equilibrium geometry.

Positions of all 29 atoms, in Å:
H 1.110 -0.657 -1.998
N -2.938 0.601 0.111
C -0.795 0.316 -0.076
H 2.028 -2.962 0.843
H -2.229 3.135 -0.740
C 1.466 0.239 -1.436
C 2.205 -2.042 0.268
O -3.682 -1.587 -0.096
C -0.317 -1.985 -0.209
C -1.650 2.740 0.098
H 1.210 2.091 0.401
H 2.443 -1.980 -0.876
H 0.794 0.939 1.894
C 0.814 0.112 -0.071
H 1.170 1.350 -1.629
H 3.008 -1.469 0.859
H -0.107 -2.273 -1.192
C 1.434 1.107 0.958
H -0.558 -2.735 0.491
C -2.814 -0.744 -0.025
N -1.725 1.305 0.012
H -1.841 3.153 1.048
H 0.751 -1.245 1.383
C -1.351 -0.926 -0.159
H -0.594 2.912 -0.027
H 2.549 0.018 -1.224
N 0.928 -1.343 0.438
H -3.803 1.135 -0.054
H 2.494 0.793 1.008

Summary:
Net charge ... +1
Multiplicity ... 1
HOMO ... -0.430 Eh
HOMO-LUMO gap ... 8.74 eV
Total energy ... -591.6955 Ha
SMILES string ... Cn1[nH]c(=O)c2c1C(C)(C)[N@H+](C)C2

Results of the Löwdin charge analysis, in e, for atoms 1 through 4: number 1, H, carries 0.10; number 2, N, carries 0.16; number 3, C, carries -0.09; number 4, H, carries 0.12